Here is C3H12N2O3 as an isolated structure from the Open Molecules 2025 dataset. Energies are from the ωB97M-V functional and the def2-TZVPD basis.

Structure (XYZ):
```
20
C3H12N2O3 the ωB97M-V functional and the def2-TZVPD basis
N -1.201 -0.313 0.576
C -1.201 0.746 -0.328
C -1.432 2.093 0.411
C 0.321 0.894 -0.890
N 1.333 0.600 0.179
O 0.379 2.042 -1.601
H -1.045 -1.340 0.247
H -0.410 -0.019 1.236
H -1.770 0.686 -1.280
H -0.418 2.377 0.684
H -1.827 2.906 -0.186
H -2.035 2.083 1.284
H 1.356 -0.389 0.434
H 2.247 1.039 0.050
H 2.171 -2.714 1.484
H 0.797 -2.509 0.553
O 1.722 -2.038 0.969
H 0.482 -0.001 -1.575
H -0.519 -3.713 0.524
O -0.361 -2.855 0.146
```

Summary:
relative energy (zero: lowest compared OMol25 entry of this formula, charge and spin): 26.0 kcal per mole
Kohn-Sham gap (alpha / beta): 8.598 / 7.111 eV
2S+1: 2
total charge: -1
LUMO energy (alpha / beta): 4.0 / 2.4 eV
maximum force: 3.21 eV/Å

Here is a 3-piece molecular cluster, C3H12N2O3 overall from the Open Molecules 2025 dataset. Energies are from the ωB97M-V functional and the def2-TZVPD basis.

Structure (XYZ):
```
20
C3H12N2O3 the ωB97M-V functional and the def2-TZVPD basis
C -0.374 -1.726 -1.220
C -0.432 -0.221 -1.530
C -0.864 0.584 -0.343
N -2.175 0.974 -0.348
O -0.216 0.766 0.676
N 0.718 -2.257 -0.416
H -0.407 -2.255 -2.167
H -1.256 -1.950 -0.623
H -1.007 -0.067 -2.431
H 0.581 0.152 -1.707
H -2.456 1.348 0.545
H -2.833 0.895 -1.099
H 1.589 -2.297 -0.928
H 0.845 -1.681 0.412
H 0.018 -0.688 2.397
H 1.341 -0.192 2.144
O 0.921 -1.031 2.380
H 1.747 1.710 0.513
H 1.149 3.151 0.415
O 1.848 2.573 0.101
```

Summary:
structure (SMILES): NCCC(N)=O.O.O
relative energy (zero: lowest compared OMol25 entry of this formula, charge and spin): 13.4 kcal per mole
Kohn-Sham gap: 9.743 eV
LUMO energy: 0.6 eV
maximum force: 2.05 eV/Å

Here is a 3-piece molecular cluster, C3H12N2S overall from the Open Molecules 2025 dataset. Energies are from the ωB97M-V functional and the def2-TZVPD basis.

Structure (XYZ):
```
18
C3H12N2S the ωB97M-V functional and the def2-TZVPD basis
C 1.139 1.220 0.389
C 0.127 1.752 -0.607
S -0.390 0.541 -1.884
N 2.338 0.611 -0.178
H 0.678 0.526 1.105
H 1.480 2.128 0.954
H 0.477 2.638 -1.154
H -0.774 2.114 -0.033
H 2.919 1.317 -0.616
H 1.989 -0.012 -0.906
C -1.723 -1.315 0.305
N -0.571 -2.210 0.514
H -1.562 -0.236 0.369
H -2.146 -1.493 -0.727
H -2.499 -1.493 1.091
H -0.376 -2.125 1.537
H -0.209 -0.797 -0.502
H -0.896 -3.165 0.344
```

Summary:
relative energy (zero: lowest compared OMol25 entry of this formula, charge and spin): 57.7 kcal per mole
Kohn-Sham gap (alpha / beta): 8.908 / 5.931 eV
2S+1: 2
total charge: +1
LUMO energy (alpha / beta): -4.8 / -7.8 eV
maximum force: 3.22 eV/Å

Here is a 2-piece molecular cluster, C3H12N2S2 overall from the Open Molecules 2025 dataset. Energies are from the ωB97M-V functional and the def2-TZVPD basis.

Structure (XYZ):
```
19
C3H12N2S2 the ωB97M-V functional and the def2-TZVPD basis
C -1.069 1.662 -2.093
S -1.669 2.779 -3.400
S -0.080 2.839 -4.681
H -0.958 0.656 -2.493
H -1.828 1.629 -1.319
H -0.115 2.032 -1.747
H 0.575 3.873 -4.126
C 1.600 -1.879 2.229
N 0.361 -1.167 2.526
C -0.611 -1.202 1.438
N -0.260 -0.320 0.332
H 2.203 -1.923 3.137
H 1.433 -2.887 1.829
H 2.184 -1.339 1.484
H -0.063 -1.582 3.346
H -1.547 -0.840 1.856
H -0.745 -2.211 1.039
H 0.017 0.553 0.774
H 0.572 -0.672 -0.131
```

Summary:
structure (SMILES): CNCN.CSS
relative energy (zero: lowest compared OMol25 entry of this formula, charge and spin): 7.2 kcal per mole
Kohn-Sham gap: 9.679 eV
LUMO energy: 0.8 eV
maximum force: 0.79 eV/Å

Here is a 2-piece molecular cluster, C3H12N2Si overall from the Open Molecules 2025 dataset. Energies are from the ωB97M-V functional and the def2-TZVPD basis.

Structure (XYZ):
```
18
C3H12N2Si the ωB97M-V functional and the def2-TZVPD basis
C -1.720 -1.174 -0.923
C -2.397 0.722 0.365
C 3.123 -0.116 0.749
N 0.569 0.806 -0.051
N -1.782 0.226 -0.800
Si 1.798 -0.172 -0.646
H -0.790 -1.450 -1.426
H -1.807 -1.723 0.024
H -2.530 -1.486 -1.595
H -2.238 1.798 0.427
H -3.479 0.541 0.285
H -2.058 0.233 1.288
H 2.976 0.748 1.385
H 3.062 -1.004 1.367
H 4.113 -0.062 0.315
H 0.385 1.709 -0.457
H 2.465 0.129 -1.923
H 1.296 -1.558 -0.709
```

Summary:
relative energy (zero: lowest compared OMol25 entry of this formula, charge and spin): 130.3 kcal per mole
Kohn-Sham gap (alpha / beta): 8.070 / 9.576 eV
LUMO energy (alpha / beta): -0.9 / 0.2 eV
maximum force: 2.18 eV/Å

Here is a 2-piece molecular cluster, C3H12N3 overall from the Open Molecules 2025 dataset. Energies are from the ωB97M-V functional and the def2-TZVPD basis.

Structure (XYZ):
```
18
C3H12N3 the ωB97M-V functional and the def2-TZVPD basis
C -1.878 -1.549 0.564
C 0.166 0.026 0.971
C -1.196 -0.225 0.393
N 2.184 -0.066 -0.965
N 1.831 1.295 -0.717
N -1.874 0.741 -0.283
H -0.974 -2.198 0.219
H -2.103 -1.856 1.637
H -2.692 -1.658 -0.099
H 0.006 1.073 1.266
H 1.083 -0.248 0.472
H 0.279 -0.551 1.815
H 3.138 -0.156 -0.768
H 1.862 -0.194 -1.905
H 2.233 1.871 -1.424
H 2.035 1.652 0.198
H -1.342 1.515 -0.570
H -2.759 0.529 -0.802
```

Summary:
relative energy (zero: lowest compared OMol25 entry of this formula, charge and spin): 74.4 kcal per mole
Kohn-Sham gap: 8.649 eV
total charge: +1
LUMO energy: -4.3 eV
maximum force: 3.74 eV/Å

Here is a 2-piece molecular cluster, C3H12N3O overall from the Open Molecules 2025 dataset. Energies are from the ωB97M-V functional and the def2-TZVPD basis.

Structure (XYZ):
```
19
C3H12N3O the ωB97M-V functional and the def2-TZVPD basis
C 0.732 2.950 -0.447
O 1.201 1.611 -0.622
H 2.133 1.487 -0.727
H 1.585 3.618 -0.369
H 0.180 3.339 -1.314
H -0.118 2.903 0.242
C -0.763 -0.725 -1.461
C -0.411 -1.443 0.839
N 0.000 -0.266 1.310
N -0.390 -1.710 -0.474
N -0.493 -2.468 1.717
H 0.241 0.492 0.673
H -0.058 -0.168 2.306
H -0.238 -2.678 -0.695
H -0.583 -3.454 1.567
H -0.357 -2.182 2.670
H 0.108 -0.322 -1.988
H -1.250 0.193 -1.113
H -1.518 -1.176 -2.115
```

Summary:
relative energy (zero: lowest compared OMol25 entry of this formula, charge and spin): 37.9 kcal per mole
Kohn-Sham gap: 11.024 eV
total charge: +1
LUMO energy: -3.0 eV
maximum force: 2.82 eV/Å

Here is a 2-piece molecular cluster, C3H12N3O2 overall from the Open Molecules 2025 dataset. Energies are from the ωB97M-V functional and the def2-TZVPD basis.

Structure (XYZ):
```
20
C3H12N3O2 the ωB97M-V functional and the def2-TZVPD basis
C -1.181 -1.410 1.209
N -1.831 -1.301 -0.109
C -0.247 -0.230 1.306
N 0.358 -0.135 2.710
H -0.623 -2.347 1.232
H -1.896 -1.408 2.041
H -2.387 -2.128 -0.300
H -2.498 -0.537 -0.082
H -0.753 0.712 1.113
H 0.603 -0.299 0.638
H 1.193 0.453 2.673
H -0.317 0.289 3.342
H 0.595 -1.053 3.088
N 0.375 -0.173 -2.178
C 0.945 0.858 -1.433
O 0.016 1.817 -1.132
O 2.074 0.931 -1.051
H -0.357 -0.637 -1.630
H 1.069 -0.854 -2.396
H -0.710 1.685 -1.777
```

Summary:
relative energy (zero: lowest compared OMol25 entry of this formula, charge and spin): 21.2 kcal per mole
Kohn-Sham gap: 9.679 eV
total charge: +1
LUMO energy: -3.8 eV
maximum force: 0.83 eV/Å

Here is a 2-piece molecular cluster, C3H12N3S overall from the Open Molecules 2025 dataset. Energies are from the ωB97M-V functional and the def2-TZVPD basis.

Structure (XYZ):
```
19
C3H12N3S the ωB97M-V functional and the def2-TZVPD basis
C 0.822 1.730 0.205
C 1.098 -1.998 -0.659
C 1.306 0.261 0.091
N -0.666 -0.348 -0.791
N 0.596 -0.646 -0.459
N -2.871 0.485 0.518
S 3.155 -0.030 0.586
H 0.681 2.086 -0.773
H -0.200 1.810 0.816
H 1.551 2.300 0.638
H 0.355 -2.694 -0.587
H 1.602 -2.106 -1.763
H 1.885 -2.226 0.085
H -1.171 -1.175 -1.191
H -1.435 0.069 -0.247
H -3.473 0.369 -0.231
H -2.991 1.470 0.798
H -3.362 -0.088 1.345
H 3.117 0.734 1.618
```

Summary:
relative energy (zero: lowest compared OMol25 entry of this formula, charge and spin): 87.0 kcal per mole
Kohn-Sham gap: 9.813 eV
total charge: +1
LUMO energy: -3.4 eV
maximum force: 4.77 eV/Å

Here is an isolated ion of composition C3H12N3S and charge +1 from the Open Molecules 2025 dataset. Energies are from the ωB97M-V functional and the def2-TZVPD basis.

Structure (XYZ):
```
19
C3H12N3S the ωB97M-V functional and the def2-TZVPD basis
C -2.475 -0.863 -0.128
C 3.011 0.401 -0.834
C -0.999 -0.451 -0.172
N -0.794 1.023 0.560
N -0.142 -1.372 0.399
N 1.277 -1.281 0.023
S 2.166 0.024 0.747
H -2.925 -0.905 0.863
H -2.364 -1.914 -0.369
H -3.072 -0.260 -0.753
H 2.474 1.206 -1.444
H 2.974 -0.546 -1.335
H 3.960 0.922 -0.608
H -0.634 -0.387 -1.210
H -0.959 1.728 -0.197
H -1.477 1.138 1.377
H -0.290 -1.892 1.289
H 0.103 1.199 0.964
H 1.831 -2.041 0.293
```

Summary:
relative energy (zero: lowest compared OMol25 entry of this formula, charge and spin): 86.4 kcal per mole
Kohn-Sham gap (alpha / beta): 5.083 / 7.307 eV
2S+1: 3
total charge: +1
LUMO energy (alpha / beta): -3.2 / -6.0 eV
maximum force: 5.29 eV/Å